C43H44ClMoN4O5Si | ωB97M-V with the def2-TZVPD basis set

Each line ends with the Löwdin spin population.
Geometry (Å):
Mo (0.53, 1.32, -1.07)  0.899
Cl (-7.21, -4.95, -0.31)  0.087
Si (3.54, 0.72, -1.86)  0.003
O (1.37, 3.11, 1.91)  0.001
O (-0.79, -5.78, -1.20)  0.031
O (-2.10, -7.06, 1.59)  0.238
O (-0.43, -4.76, 0.83)  0.025
O (-1.04, 3.60, 0.46)  0.006
N (2.33, 1.72, -0.85)  0.021
N (0.04, 0.26, 0.84)  0.012
N (-1.69, 0.55, -0.99)  0.000
N (-0.25, 0.89, -3.18)  -0.003
C (-2.37, 0.27, -2.09)  0.002
C (-0.85, -0.66, -5.48)  0.026
C (0.06, 0.36, -5.50)  -0.006
C (-0.13, 4.65, 4.80)  0.000
C (0.30, 6.34, 3.14)  0.000
C (-1.76, -0.65, -4.38)  -0.004
C (-3.73, -0.09, -2.03)  0.001
C (2.92, 2.62, 0.03)  0.008
C (-4.84, -6.20, -0.60)  0.017
C (-5.36, -5.37, 1.65)  -0.017
C (-0.52, 3.32, -0.62)  -0.015
C (0.37, 1.15, -4.35)  0.030
C (-3.63, 0.16, 0.38)  0.001
C (2.65, -0.65, -2.73)  0.004
C (-0.66, -5.73, 0.07)  0.015
C (1.14, 4.13, 2.85)  0.000
C (-5.76, -5.54, 0.32)  0.171
C (-3.22, -6.42, 1.17)  0.151
C (-2.28, 0.42, 0.22)  -0.001
C (0.66, 3.73, 4.09)  0.000
C (0.74, -0.50, 1.75)  -0.010
C (0.43, -0.41, 3.12)  0.002
C (-0.74, 0.14, 3.54)  -0.010
C (4.01, 3.38, -0.39)  0.001
C (2.62, 2.76, 1.44)  0.001
C (1.15, 5.51, 2.50)  0.000
C (4.97, 3.12, 1.80)  0.000
C (4.50, 1.90, -2.83)  0.000
C (5.10, 3.53, 0.50)  0.000
C (1.37, 2.26, -4.56)  0.005
C (-0.43, 5.92, 4.27)  0.000
C (-1.26, 0.55, 1.26)  -0.003
C (-1.66, 0.57, 2.56)  0.004
C (-4.13, -5.90, 2.15)  0.151
C (-3.88, -6.03, 3.61)  0.021
C (-1.49, 0.16, -3.30)  0.018
C (3.71, 2.77, 2.32)  0.000
C (1.73, -1.51, 1.30)  -0.002
C (4.63, -0.08, -0.58)  0.000
C (-0.55, 4.33, -1.80)  0.000
C (-4.37, 0.00, -0.79)  0.000
C (-0.90, -7.08, 0.71)  0.022
C (-3.56, -6.55, -0.18)  0.069
H (-4.78, -6.34, 4.25)  0.004
H (5.83, 3.19, 2.52)  0.000
H (-2.65, -1.30, -4.36)  -0.001
H (1.04, -1.08, 3.73)  0.000
H (-4.29, -0.42, -2.87)  0.000
H (-1.01, -1.38, -6.31)  0.001
H (-2.71, -6.79, -0.87)  0.002
H (1.53, 2.77, -3.60)  0.001
H (3.98, 3.83, -1.38)  0.000
H (-1.05, 5.19, -1.32)  0.001
H (5.10, -1.04, -0.88)  0.000
H (-5.43, -0.04, -0.74)  0.000
H (-0.94, 0.30, 4.60)  -0.001
H (1.79, -1.01, -2.13)  0.001
H (-3.51, -5.08, 4.07)  0.010
H (3.91, 2.64, -3.44)  0.000
H (6.07, 3.96, 0.28)  0.000
H (-1.18, 6.53, 4.79)  0.000
H (-5.17, -6.24, -1.62)  -0.002
H (0.44, 4.68, -2.12)  0.000
H (5.10, 1.32, -3.58)  0.000
H (5.28, 2.46, -2.23)  0.000
H (-0.11, -7.37, 1.42)  0.000
H (-1.04, -7.93, 0.03)  0.006
H (-2.72, 0.78, 2.79)  0.000
H (0.96, 2.77, 4.59)  0.000
H (-1.06, 3.98, -2.67)  0.001
H (-3.95, -0.10, 1.33)  0.000
H (2.31, -0.39, -3.74)  0.000
H (-5.95, -4.74, 2.29)  -0.003
H (0.20, 7.37, 2.84)  0.000
H (3.32, -1.54, -2.88)  0.001
H (2.32, 1.78, -4.96)  0.001
H (2.27, -1.21, 0.36)  0.000
H (-3.06, -6.73, 3.74)  0.001
H (1.26, -2.50, 1.20)  -0.001
H (4.19, -0.13, 0.44)  0.000
H (0.64, 0.64, -6.41)  -0.001
H (3.57, 2.63, 3.37)  0.000
H (2.44, -1.58, 2.11)  0.000
H (1.81, 5.91, 1.70)  0.000
H (-0.56, 4.33, 5.76)  0.000
H (5.49, 0.57, -0.23)  0.000
H (1.05, 3.01, -5.35)  0.002

Values from the calculation:
**2S+1**: 3
**Total energy**: -3077.61955 hartree
**Charge**: +1